14
Properties=species:S:1:pos:R:3:forces:R:3:lowdin_charge:R:1 method="wB97M-V/def2-TZVPD" de_lowest_kj_mol=227.9 lumo_ha=0.0325 homo_lumo_gap_ev=10.619 smiles="COC=O.C=C" total_energy_ha=-307.6256
C -2.38202 -0.04726 0.26225 -0.374 -0.008 -0.023 -0.066
O -0.96836 0.11571 0.33275 0.187 -0.078 0.253 -0.095
C -0.31503 -1.06500 0.34020 0.259 -0.340 0.360 -0.387
O 0.48202 -1.36726 1.17759 -0.306 0.030 -0.388 0.087
H -2.66572 -1.06544 0.54966 -0.082 0.171 -0.063 0.091
H -2.77077 0.17351 -0.73564 0.109 0.024 0.078 0.091
H -2.79466 0.64730 0.99382 -0.114 -0.070 -0.148 0.095
H -0.59076 -1.72277 -0.50601 -0.021 0.026 0.136 0.155
C 1.69936 1.20944 -0.74989 0.127 -0.076 0.040 -0.089
C 2.33963 0.26390 -0.07402 0.000 0.166 -0.111 -0.102
H 1.51375 1.12712 -1.81823 0.078 0.016 0.124 0.050
H 1.30151 2.09019 -0.25277 0.087 -0.110 -0.071 0.053
H 2.47316 0.32269 1.00258 0.036 0.054 -0.191 0.058
H 2.69633 -0.64801 -0.54754 0.014 0.196 0.003 0.059

14
Properties=species:S:1:pos:R:3:forces:R:3:lowdin_charge:R:1 method="wB97M-V/def2-TZVPD" de_lowest_kj_mol=358.4 lumo_ha="0.0344 / 0.0344" homo_lumo_gap_ev="8.857 / 8.858" total_energy_ha=-307.5759
C -1.84251 -0.23517 0.18053 -0.658 0.076 -0.463 -0.091
C 0.16316 0.47054 -0.34418 -2.818 -0.799 0.225 -0.278
C 0.20034 1.89083 0.11760 0.183 -0.258 -0.019 -0.069
C 1.02732 -1.68707 -0.08551 0.075 -0.285 -0.196 -0.087
O -3.03072 -0.32257 -0.09334 3.213 0.710 -0.081 -0.016
O 0.84825 -0.39466 0.44725 -0.132 0.715 0.049 -0.171
H -1.47520 -0.68027 1.12758 0.128 -0.188 0.397 0.068
H 0.21902 0.29423 -1.41439 0.163 -0.073 -0.021 0.117
H 1.17852 2.32843 -0.09168 0.074 0.044 0.032 0.082
H 0.03223 1.93697 1.18995 -0.052 0.041 0.117 0.084
H -0.55698 2.47566 -0.39526 -0.057 0.010 -0.045 0.082
H 0.08379 -2.08387 -0.47038 -0.036 -0.008 0.014 0.089
H 1.38654 -2.31535 0.72611 -0.008 -0.008 -0.051 0.095
H 1.76626 -1.67770 -0.89429 -0.075 0.023 0.043 0.095

14
Properties=species:S:1:pos:R:3:forces:R:3:lowdin_charge:R:1 method="wB97M-V/def2-TZVPD" de_lowest_kj_mol=124.1 lumo_ha=0.0266 homo_lumo_gap_ev=10.499 smiles="C[C@H](C=O)CO" total_energy_ha=-307.6652
C -1.09219 -1.12942 0.31631 -0.024 -0.078 0.008 -0.065
C -0.26619 0.15221 0.27643 -0.082 -0.047 0.015 -0.325
C -0.93239 1.24116 -0.53615 -0.249 -0.040 -0.137 -0.234
O -1.99479 1.12948 -1.09982 0.416 0.086 0.243 0.057
C 1.16540 -0.04177 -0.25926 -0.222 -0.210 -0.183 -0.238
O 2.04768 0.85005 0.39880 0.171 0.052 0.059 -0.060
H -2.15859 -0.89631 0.36709 0.150 -0.041 0.012 0.078
H -0.82354 -1.73107 1.19076 0.007 0.056 -0.168 0.081
H -0.93502 -1.73837 -0.58028 -0.034 0.110 0.074 0.086
H -0.13804 0.55209 1.29140 -0.067 -0.002 -0.112 0.148
H -0.34636 2.18154 -0.60785 -0.071 -0.039 -0.034 0.135
H 1.46316 -1.08867 -0.12121 -0.034 0.165 0.084 0.124
H 1.19651 0.15709 -1.34244 -0.010 -0.074 0.165 0.127
H 2.81437 0.36199 0.70624 0.048 0.062 -0.023 0.086

14
Properties=species:S:1:pos:R:3:forces:R:3:lowdin_charge:R:1 method="wB97M-V/def2-TZVPD" de_lowest_kj_mol=378.7 lumo_ha=0.0259 homo_lumo_gap_ev=9.412 total_energy_ha=-307.5682
C 0.97082 -0.15888 1.30195 0.079 0.044 0.038 -0.031
C 0.14584 -0.20349 0.03307 0.266 -0.096 -0.083 -0.369
C 0.24698 1.03670 -0.84024 0.266 0.037 0.248 -0.225
O -0.58856 0.93288 -1.96612 -0.246 0.032 0.027 -0.043
C -1.95479 -1.39970 0.17392 0.289 0.091 0.046 0.063
O -1.27102 -0.31561 0.37090 -0.229 -0.296 0.049 -0.173
H 0.75361 0.72816 1.90532 -0.048 -0.113 -0.123 0.090
H 2.03282 -0.14246 1.03899 -0.102 0.027 0.027 0.090
H 0.79452 -1.04923 1.91326 -0.019 0.127 -0.112 0.088
H 1.27207 1.13610 -1.20936 -0.104 -0.023 0.070 0.134
H 0.01597 1.92850 -0.23634 0.004 -0.137 -0.095 0.134
H -1.49421 0.85611 -1.63472 0.094 0.042 -0.197 0.089
H -1.22598 -2.16704 -0.22735 -0.171 0.138 0.037 0.013
H 0.39432 -1.09286 -0.56207 -0.078 0.127 0.069 0.139

14
Properties=species:S:1:pos:R:3:forces:R:3:lowdin_charge:R:1 method="wB97M-V/def2-TZVPD" de_lowest_kj_mol=153.0 lumo_ha=0.0316 homo_lumo_gap_ev=9.612 smiles="C1=COCC1.O" total_energy_ha=-307.6541
C 0.39517 1.00762 -0.53040 0.094 0.075 0.178 -0.108
C 0.91451 0.99964 0.69632 0.103 0.110 -0.232 -0.162
O 0.11687 0.46053 1.65999 0.047 0.028 0.046 -0.082
C -0.99640 -0.14321 0.96923 -0.232 -0.165 -0.059 -0.160
C -1.00352 0.44051 -0.45457 -0.090 -0.007 -0.002 -0.156
H 0.86634 1.39053 -1.42594 -0.040 0.009 0.178 0.111
H 1.86944 1.36650 1.05378 -0.121 -0.029 -0.073 0.127
H -0.82407 -1.22750 0.94801 -0.029 0.157 0.019 0.114
H -1.89995 0.05773 1.54813 0.124 -0.007 -0.098 0.120
H -1.18835 -0.33292 -1.20517 0.014 0.124 0.107 0.107
H -1.75569 1.23060 -0.57592 0.091 -0.117 0.001 0.111
O 1.20523 -1.80087 -1.28699 0.020 -0.111 0.215 -0.060
H 0.91721 -2.44578 -0.63104 0.066 -0.032 -0.119 0.036
H 1.38320 -1.00338 -0.76543 -0.047 -0.035 -0.162 0.001

14
Properties=species:S:1:pos:R:3:forces:R:3:lowdin_charge:R:1 method="wB97M-V/def2-TZVPD" de_lowest_kj_mol=527.8 lumo_ha=0.0374 homo_lumo_gap_ev=9.556 smiles=COC[C@H]1CO1 total_energy_ha=-307.5114
C 1.42831 1.81460 0.55867 0.198 0.191 0.169 -0.120
O 0.74044 0.98922 -0.34362 0.073 -0.077 -0.102 -0.185
C -0.37191 0.36401 0.22997 -0.099 -0.231 -0.032 -0.241
C -1.08332 -0.44534 -0.84063 0.967 -0.712 0.039 -0.156
C -0.85641 -2.09553 -0.59640 -0.181 -0.668 0.818 -0.141
O -1.96042 -1.37366 -0.22455 -0.394 -0.184 -0.143 -0.068
H 0.80438 2.65490 0.90270 0.052 -0.155 -0.069 0.091
H 1.77213 1.25270 1.44161 -0.051 0.068 -0.133 0.089
H 2.29668 2.21175 0.02866 -0.106 -0.025 0.113 0.089
H -1.09106 1.11088 0.62387 0.113 -0.225 -0.240 0.137
H -0.08487 -0.26531 1.09740 0.048 0.083 -0.137 0.127
H -0.45770 -1.06242 -1.60716 -0.780 1.596 -0.773 0.142
H -0.04300 -2.30419 0.08421 -0.225 0.002 0.449 0.111
H -1.09326 -2.85160 -1.35474 0.387 0.338 0.040 0.125

14
Properties=species:S:1:pos:R:3:forces:R:3:lowdin_charge:R:1 method="wB97M-V/def2-TZVPD" de_lowest_kj_mol=303.0 lumo_ha=0.0069 homo_lumo_gap_ev=8.682 smiles="C=C(C)O.C=O" total_energy_ha=-307.5970
C -0.94869 0.72790 -1.55370 0.015 0.319 -0.624 0.038
C 0.07542 0.18860 -0.92821 -1.711 -0.179 1.595 -0.567
C 1.14945 0.88617 -0.18009 2.564 -0.373 -2.566 -0.036
O 0.15168 -1.16072 -0.98295 0.356 -0.632 0.204 0.007
H -1.63196 0.05655 -2.05020 -0.106 0.232 -0.261 0.066
H -0.89933 1.77309 -1.74745 -0.612 0.684 0.041 0.050
H 1.84274 0.55037 -1.10238 0.386 1.030 2.667 0.149
H 1.14706 1.97176 -0.20846 -0.536 0.044 -0.277 0.072
H 1.50691 0.61466 0.84674 -0.475 -0.480 -1.383 0.082
H 0.51926 -1.44610 -0.14031 0.300 -0.363 0.233 0.059
C -0.70314 -1.00566 1.97190 0.277 -0.871 0.584 -0.076
O 0.48329 -1.15359 1.74802 -1.484 -0.007 -0.113 -0.027
H -1.58667 -1.21680 1.33485 0.854 0.072 -0.820 0.105
H -1.05346 -0.76854 2.96904 0.174 0.525 0.720 0.078

14
Properties=species:S:1:pos:R:3:forces:R:3:lowdin_charge:R:1 method="wB97M-V/def2-TZVPD" de_lowest_kj_mol=211.9 lumo_ha=0.0279 homo_lumo_gap_ev=9.345 smiles="C=CC(=C)O.O" total_energy_ha=-307.6317
C 2.23089 -0.80934 0.53470 -0.170 0.171 0.329 0.021
C 1.26679 0.03666 0.90012 0.587 0.327 -0.383 -0.126
C 0.26272 0.60388 -0.00300 -0.437 -0.060 0.190 -0.444
C -0.50036 1.62894 0.37836 0.542 0.386 0.390 0.073
O 0.04466 -0.02041 -1.18323 0.191 0.102 -0.484 0.041
H 2.52466 -0.99304 -0.48997 -0.408 -0.424 -0.145 0.063
H 2.80639 -1.29853 1.30141 0.490 0.185 0.032 0.054
H 1.30126 0.47553 1.89133 -0.450 -0.495 0.210 0.108
H -1.20160 2.17275 -0.23132 -0.187 -0.340 -0.213 0.068
H -0.28389 2.03109 1.35838 -0.090 0.106 0.000 0.057
H 0.63722 -0.77243 -1.28821 -0.007 0.027 0.111 0.089
O -2.86305 -0.79184 -1.33005 -0.444 -0.219 -0.038 -0.067
H -2.48889 -1.05336 -0.48263 0.069 0.078 -0.035 0.026
H -3.73680 -1.20990 -1.35589 0.314 0.156 0.037 0.037